104
Properties=species:S:1:pos:R:3:lowdin_charge:R:1 method="wB97M-V/def2-TZVPD" total_energy_ha=-2675.7243 spin_multiplicity=1 total_charge=+1 e_homo_ev=-10.009
C 3.82 4.39 3.64 0.131
C 3.69 3.09 3.17 -0.061
C 2.35 2.69 2.91 -0.225
N 1.31 2.68 3.70 -0.476
Cl 1.37 3.11 5.33 0.865
C 0.02 2.28 3.05 -0.105
C 0.35 2.63 1.57 -0.358
B -0.46 1.65 0.56 -0.463
O -0.56 0.35 1.05 0.141
C -1.14 2.02 -0.80 -0.121
C -0.36 2.95 -1.75 -0.101
P 0.02 4.45 1.28 0.917
N 0.73 5.27 2.61 -0.151
O -1.62 4.55 1.53 -0.278
C 1.84 2.19 1.58 -0.214
C 2.71 2.33 0.34 -0.130
C 3.56 1.06 0.16 -0.213
C 4.48 1.15 -1.05 -0.181
C 5.39 -0.09 -1.31 -0.178
C 5.16 -1.27 -0.36 -0.230
C 6.06 -2.46 -0.71 -0.180
C 6.20 -3.43 0.45 -0.223
O 4.97 -4.13 0.63 -0.205
C 4.37 -3.90 1.88 -0.113
H 4.23 5.18 3.02 0.098
H 3.51 4.66 4.64 0.061
H 4.52 2.41 3.00 0.132
H -0.77 2.85 3.52 0.117
H -0.02 1.20 3.22 0.140
H -0.22 -0.26 0.38 0.125
H -1.31 1.08 -1.33 0.111
H -2.14 2.40 -0.57 0.077
H -1.03 3.75 -2.08 0.075
H -0.05 2.44 -2.66 0.079
H 0.49 3.46 -1.30 0.019
H 0.58 4.85 3.52 -0.007
H 0.26 6.17 2.66 0.047
H -1.96 3.82 2.07 0.045
H 1.77 1.10 1.75 0.159
H 3.37 3.19 0.42 0.127
H 2.11 2.44 -0.56 0.107
H 4.10 0.84 1.09 0.109
H 2.85 0.24 0.01 0.118
H 3.89 1.35 -1.94 0.114
H 5.14 2.01 -0.91 0.112
H 5.19 -0.46 -2.32 0.115
H 6.42 0.21 -1.18 0.111
H 4.13 -1.62 -0.40 0.112
H 5.39 -0.97 0.67 0.108
H 5.64 -3.03 -1.54 0.123
H 7.05 -2.13 -1.02 0.119
H 6.49 -2.90 1.35 0.115
H 6.96 -4.18 0.22 0.124
H 5.11 -3.86 2.69 0.087
H 3.82 -2.95 1.89 0.081
H 3.70 -4.73 2.12 0.076
C -2.14 -7.38 -0.46 -0.112
O -1.49 -6.77 -1.55 -0.192
C -1.08 -5.44 -1.32 -0.225
C 0.43 -5.34 -1.28 -0.220
N 0.97 -5.98 -0.09 -0.046
C 2.43 -6.13 -0.10 -0.204
C 3.05 -7.04 -1.16 -0.221
O 2.73 -8.40 -1.01 -0.173
C 1.52 -8.82 -1.62 -0.098
H -2.53 -8.34 -0.80 0.090
H -1.46 -7.56 0.38 0.080
H -2.98 -6.77 -0.11 0.087
H -1.52 -5.04 -0.40 0.120
H -1.44 -4.83 -2.16 0.120
H 0.72 -4.28 -1.28 0.117
H 0.82 -5.79 -2.21 0.108
H 0.56 -6.90 0.00 0.070
H 2.71 -6.53 0.88 0.117
H 2.88 -5.14 -0.18 0.098
H 4.13 -6.97 -1.04 0.123
H 2.83 -6.70 -2.18 0.113
H 1.29 -8.24 -2.51 0.089
H 0.68 -8.77 -0.92 0.072
H 1.64 -9.87 -1.90 0.089
C -8.74 4.54 -2.98 -0.113
O -8.20 5.40 -2.00 -0.195
C -8.57 5.06 -0.67 -0.216
C -7.37 4.58 0.12 -0.214
N -6.91 3.28 -0.36 -0.047
C -5.62 2.86 0.17 -0.197
C -4.39 3.69 -0.18 -0.236
O -4.04 3.64 -1.55 -0.188
C -4.70 4.57 -2.39 -0.080
H -8.51 4.97 -3.95 0.090
H -8.30 3.54 -2.94 0.079
H -9.82 4.46 -2.89 0.090
H -9.37 4.32 -0.65 0.124
H -8.95 5.97 -0.19 0.123
H -7.64 4.50 1.17 0.124
H -6.59 5.35 0.03 0.107
H -6.84 3.32 -1.37 0.071
H -5.45 1.84 -0.19 0.121
H -5.70 2.80 1.26 0.119
H -3.54 3.26 0.35 0.077
H -4.47 4.73 0.16 0.117
H -4.95 5.49 -1.86 0.093
H -5.61 4.14 -2.82 0.075
H -4.03 4.81 -3.21 0.089

115
Properties=species:S:1:pos:R:3:lowdin_charge:R:1 method="wB97M-V/def2-TZVPD" total_energy_ha=-3778.4746 spin_multiplicity=1 total_charge=+1 e_homo_ev=-9.985
N 5.33 -0.31 1.61 -0.147
P 5.79 -0.88 0.02 0.941
O 5.47 -2.58 0.06 -0.300
C 4.71 -0.12 -1.37 -0.444
C 3.61 0.87 -0.66 -0.151
C 2.49 0.13 0.19 -0.182
C 0.97 0.24 -0.21 -0.213
C 0.52 0.93 -1.56 -0.213
S -0.30 -0.25 -2.80 0.449
O -0.40 0.54 -4.10 -0.403
O -1.75 -0.44 -2.33 -0.399
Cl 0.74 -2.03 -3.06 0.368
C 3.98 -1.27 -2.23 -0.207
N 4.86 -2.20 -2.98 -0.074
C 6.23 -1.74 -3.29 -0.184
C 6.63 -0.24 -2.91 -0.140
N 5.53 0.65 -2.41 -0.001
C 6.08 1.94 -1.91 -0.318
O 5.42 2.99 -2.18 0.124
N 7.33 2.13 -1.15 0.184
C 7.69 3.59 -1.24 -0.319
O 7.74 4.33 -0.24 0.172
F 8.04 4.14 -2.52 0.056
H 6.01 0.40 1.93 0.060
H 5.27 -1.09 2.30 0.051
H 6.25 -3.03 -0.35 0.055
H 4.25 1.50 0.08 0.118
H 3.28 1.60 -1.47 0.109
H 2.59 0.49 1.29 0.130
H 2.78 -1.00 0.24 0.110
H 0.52 -0.84 -0.21 0.120
H 0.40 0.77 0.66 0.102
H -0.33 1.68 -1.31 0.115
H 1.29 1.51 -2.17 0.099
H 3.32 -0.71 -3.02 0.116
H 3.23 -1.91 -1.63 0.109
H 4.44 -2.48 -3.89 0.129
H 6.48 -1.88 -4.42 0.141
H 6.97 -2.44 -2.74 0.126
H 7.06 0.26 -3.86 0.161
H 7.54 -0.30 -2.18 0.116
H 4.88 0.81 -3.21 0.210
H 8.14 1.65 -1.58 0.139
C -2.68 4.34 -1.88 -0.332
O -1.56 3.97 -1.56 -0.024
N -3.69 3.52 -2.28 -0.179
C -5.01 4.02 -2.64 -0.060
C -3.44 2.09 -2.35 -0.044
H -2.97 5.40 -1.86 0.135
H -5.75 3.58 -1.99 0.094
H -5.22 3.75 -3.67 0.062
H -5.05 5.11 -2.54 0.082
H -3.15 1.74 -1.36 0.072
H -2.62 1.91 -3.05 0.081
H -4.33 1.56 -2.68 0.064
C -1.26 -0.03 3.09 -0.317
O -0.25 0.39 2.55 -0.016
N -2.53 0.38 2.79 -0.195
C -3.69 -0.16 3.47 -0.055
C -2.72 1.39 1.77 -0.033
H -1.23 -0.79 3.88 0.134
H -4.35 -0.63 2.74 0.092
H -4.22 0.66 3.97 0.093
H -3.40 -0.90 4.22 0.085
H -2.31 1.02 0.82 0.078
H -2.18 2.30 2.05 0.102
H -3.78 1.61 1.64 0.093
C 4.34 -3.82 3.89 -0.360
O 4.95 -3.03 4.60 0.001
N 4.73 -5.09 3.61 -0.206
C 3.94 -5.97 2.77 -0.062
C 5.97 -5.59 4.18 -0.036
H 3.38 -3.54 3.42 0.128
H 3.66 -6.86 3.34 0.090
H 4.55 -6.27 1.91 0.087
H 3.04 -5.47 2.41 0.083
H 5.91 -5.54 5.27 0.082
H 6.79 -4.95 3.84 0.093
H 6.15 -6.62 3.86 0.092
C -7.63 2.55 -4.92 -0.295
O -7.00 3.32 -4.21 -0.030
N -7.25 1.27 -5.22 -0.194
C -8.05 0.41 -6.07 -0.056
C -6.01 0.75 -4.66 -0.041
H -8.58 2.84 -5.40 0.136
H -8.34 -0.48 -5.51 0.091
H -7.45 0.12 -6.94 0.092
H -8.94 0.93 -6.42 0.086
H -6.07 0.79 -3.57 0.085
H -5.18 1.38 -4.99 0.097
H -5.85 -0.27 -4.99 0.094
C 4.85 -6.78 8.71 -0.340
O 5.86 -6.36 8.17 0.010
N 3.58 -6.37 8.42 -0.206
C 2.42 -6.91 9.10 -0.062
C 3.38 -5.36 7.40 -0.044
H 4.89 -7.54 9.50 0.131
H 1.76 -7.38 8.37 0.088
H 1.89 -6.10 9.61 0.090
H 2.72 -7.66 9.84 0.085
H 3.79 -5.73 6.45 0.075
H 3.92 -4.45 7.68 0.100
H 2.32 -5.14 7.28 0.089
C -8.37 5.77 -2.61 -0.330
O -7.35 6.41 -2.50 0.012
N -9.56 6.06 -2.00 -0.206
C -10.74 5.24 -2.17 -0.063
C -9.64 7.23 -1.14 -0.048
H -8.42 4.86 -3.23 0.108
H -11.54 5.86 -2.60 0.089
H -11.06 4.86 -1.20 0.088
H -10.54 4.40 -2.84 0.081
H -9.38 8.12 -1.73 0.093
H -8.91 7.13 -0.33 0.092
H -10.64 7.34 -0.73 0.086

102
Properties=species:S:1:pos:R:3:lowdin_charge:R:1 method="wB97M-V/def2-TZVPD" smiles="CCCCCCCCC[C@H](C#N)[C@](C#N)(CCOC(=O)CC)C[C@@H]1CO1.CO.CO.CO.CO.CO.CO.CO" total_energy_ha=-1965.5118 spin_multiplicity=1 total_charge=0 e_homo_ev=-9.770
C 8.67 -0.65 -1.32 -0.136
C 7.60 -0.84 -0.10 -0.256
C 6.26 -1.56 -0.69 -0.223
C 5.37 -0.41 -1.38 -0.231
C 4.31 -0.94 -2.47 -0.218
C 3.56 0.28 -3.25 -0.200
C 2.39 0.85 -2.28 -0.208
C 1.51 2.03 -2.97 -0.173
C 0.18 1.40 -3.64 -0.163
C -1.20 2.13 -3.24 -0.209
C -1.16 3.74 -3.47 -0.143
N -1.33 4.86 -3.88 0.137
C -1.68 1.91 -1.72 -0.330
C -1.01 3.11 -0.86 -0.132
N -0.44 3.94 -0.18 0.181
C -1.25 0.50 -1.06 -0.083
C -1.84 -0.81 -1.80 -0.120
O -1.91 -1.95 -0.85 -0.108
C -3.18 -1.95 -0.19 -0.321
O -3.27 -1.30 0.90 0.029
C -4.50 -2.72 -0.69 -0.116
C -4.45 -3.24 -2.22 -0.102
C -3.30 2.03 -1.71 -0.054
C -3.74 3.11 -0.43 -0.180
C -3.59 2.45 1.11 0.009
O -4.98 2.72 0.36 -0.173
H 8.06 -0.73 -2.29 0.068
H 9.13 0.40 -1.23 0.067
H 9.54 -1.39 -1.26 0.067
H 7.30 0.21 0.31 0.106
H 8.10 -1.45 0.73 0.097
H 6.58 -2.41 -1.40 0.111
H 5.71 -2.00 0.22 0.109
H 6.09 0.30 -1.93 0.104
H 4.82 0.16 -0.54 0.113
H 4.82 -1.67 -3.21 0.112
H 3.55 -1.60 -1.88 0.115
H 4.36 1.06 -3.51 0.113
H 3.04 -0.19 -4.16 0.110
H 1.75 -0.08 -2.00 0.096
H 2.92 1.21 -1.31 0.113
H 2.17 2.43 -3.84 0.117
H 1.33 2.93 -2.28 0.100
H 0.18 0.27 -3.43 0.094
H 0.28 1.50 -4.79 0.131
H -2.02 1.65 -3.91 0.155
H -0.11 0.44 -1.07 0.112
H -1.58 0.48 0.05 0.126
H -2.90 -0.69 -2.22 0.127
H -1.18 -1.19 -2.67 0.144
H -5.43 -2.04 -0.54 0.135
H -4.67 -3.66 -0.02 0.125
H -4.58 -4.40 -2.22 0.091
H -5.32 -2.82 -2.86 0.087
H -3.41 -3.01 -2.65 0.071
H -3.85 1.07 -1.43 0.114
H -3.66 2.52 -2.68 0.117
H -3.46 4.28 -0.57 0.167
H -3.33 1.34 1.21 0.077
H -3.23 3.31 1.76 0.102
C -4.41 -5.07 3.32 -0.156
O -3.40 -5.00 2.33 -0.137
H -4.67 -6.12 3.48 0.081
H -4.03 -4.65 4.26 0.077
H -5.29 -4.52 2.99 0.074
H -3.18 -4.07 2.21 0.059
C -0.11 -5.48 -0.06 -0.151
O -0.82 -4.88 -1.14 -0.134
H 0.41 -6.36 -0.44 0.079
H 0.62 -4.77 0.33 0.078
H -0.81 -5.78 0.72 0.071
H -1.27 -4.10 -0.78 0.035
C 10.72 0.36 1.53 -0.160
O 11.04 -0.71 0.65 -0.144
H 10.00 1.01 1.04 0.070
H 10.29 -0.04 2.45 0.079
H 11.62 0.93 1.76 0.076
H 11.69 -1.27 1.11 0.082
C -8.07 2.49 2.92 -0.168
O -6.84 3.20 2.99 -0.129
H -8.77 2.92 3.63 0.076
H -8.48 2.56 1.91 0.075
H -7.89 1.44 3.18 0.072
H -6.24 2.80 2.35 0.045
C -1.34 5.97 2.21 -0.172
O -2.27 5.27 3.02 -0.141
H -0.67 5.25 1.74 0.031
H -1.88 6.53 1.43 0.077
H -0.75 6.66 2.82 0.074
H -2.85 5.93 3.42 0.080
C 0.29 -0.42 2.57 -0.144
O 0.53 -1.28 1.45 -0.133
H 1.11 -0.54 3.28 0.081
H 0.25 0.62 2.23 0.077
H -0.65 -0.70 3.05 0.065
H -0.21 -1.16 0.84 0.028
C -3.53 -0.36 4.51 -0.149
O -3.70 0.32 3.27 -0.155
H -3.19 0.36 5.26 0.084
H -4.49 -0.78 4.82 0.077
H -2.79 -1.15 4.39 0.066
H -4.00 -0.33 2.63 0.038

109
Properties=species:S:1:pos:R:3:lowdin_charge:R:1 method="wB97M-V/def2-TZVPD" smiles="CCN(CC)CC.O=C1CCCO1.O=C1CCCO1.CC(N)=O.CC(N)=O.CC(N)=O.CC(N)=O.CC(N)=O.CC(N)=O.CC(N)=O" total_energy_ha=-2369.8152 spin_multiplicity=1 total_charge=0 e_homo_ev=-8.571
C -4.11 -0.02 4.56 -0.058
C -3.26 0.06 5.93 -0.215
N -1.83 0.04 5.59 -0.181
C -1.14 -0.17 6.89 -0.245
C -1.32 -1.65 7.38 -0.090
C -1.37 1.32 5.05 -0.266
C -0.69 1.19 3.70 -0.077
H -3.68 0.47 3.69 0.054
H -5.17 0.17 4.74 0.061
H -4.13 -1.09 4.33 0.052
H -3.34 1.08 6.31 0.096
H -3.75 -0.65 6.60 0.109
H -0.05 -0.09 6.93 0.113
H -1.59 0.45 7.66 0.108
H -1.01 -2.34 6.59 0.061
H -0.80 -1.80 8.32 0.070
H -2.33 -2.03 7.48 0.052
H -0.64 1.86 5.65 0.111
H -2.09 2.14 5.07 0.118
H -1.33 1.11 2.83 0.049
H -0.01 0.34 3.72 0.057
H -0.08 2.06 3.49 0.086
O 4.06 -2.09 1.14 0.034
C 4.83 -2.18 0.11 -0.283
C 6.24 -2.84 -0.03 -0.054
C 6.77 -2.18 -1.34 -0.152
C 5.58 -1.49 -2.05 -0.160
O 4.51 -1.43 -1.07 -0.044
H 6.89 -2.69 0.83 0.119
H 6.25 -3.92 -0.13 0.118
H 7.49 -1.42 -1.04 0.106
H 7.31 -2.81 -2.05 0.111
H 5.91 -0.48 -2.32 0.126
H 5.27 -2.14 -2.86 0.117
O -0.71 2.11 0.54 0.042
C -0.22 0.97 0.50 -0.432
C -1.01 -0.31 0.22 -0.074
C 0.00 -1.18 -0.52 -0.126
C 1.35 -0.76 0.02 -0.087
O 1.10 0.63 0.41 0.009
H -1.28 -0.74 1.19 0.081
H -1.94 -0.25 -0.34 0.111
H -0.19 -2.23 -0.31 0.119
H -0.18 -1.02 -1.58 0.093
H 1.77 -1.44 0.76 0.101
H 2.10 -0.67 -0.77 0.099
C 2.17 3.64 -4.27 0.013
C 2.25 3.48 -2.69 -0.604
N 1.43 2.62 -2.15 0.182
O 3.04 4.05 -2.00 0.048
H 2.64 4.57 -4.59 0.072
H 1.19 3.64 -4.75 0.067
H 2.66 2.82 -4.81 0.060
H 0.91 1.95 -2.70 0.071
H 1.74 2.31 -1.24 0.102
C -4.05 -0.62 -3.16 0.005
C -4.67 -1.98 -3.03 -0.562
N -5.95 -2.20 -3.30 0.172
O -3.89 -2.95 -2.81 -0.036
H -3.31 -0.68 -3.96 0.096
H -3.52 -0.69 -2.21 0.078
H -4.76 0.20 -3.17 0.071
H -6.71 -1.59 -3.04 0.118
H -6.14 -3.20 -3.31 0.116
C 1.05 -2.20 3.66 0.010
C -0.11 -2.80 2.82 -0.614
N -1.25 -2.23 2.82 0.172
O 0.07 -3.88 2.23 0.006
H 1.67 -3.07 3.88 0.084
H 0.73 -1.70 4.57 0.053
H 1.69 -1.44 3.19 0.068
H -1.47 -1.36 3.29 0.077
H -1.99 -2.55 2.21 0.131
C 2.78 -0.60 -3.90 0.001
C 1.49 -0.32 -4.61 -0.548
N 1.31 -0.23 -5.94 0.167
O 0.50 -0.07 -3.86 -0.045
H 2.76 -1.68 -3.76 0.099
H 2.78 -0.17 -2.91 0.070
H 3.59 -0.15 -4.48 0.090
H 1.73 -0.91 -6.55 0.111
H 0.42 0.11 -6.30 0.114
C -1.96 2.13 -2.62 -0.009
C -3.32 2.57 -2.08 -0.640
N -3.37 3.00 -0.87 0.197
O -4.26 2.35 -2.81 0.013
H -1.10 2.69 -2.25 0.052
H -1.85 2.18 -3.71 0.086
H -1.80 1.08 -2.41 0.056
H -4.29 3.17 -0.48 0.127
H -2.62 2.75 -0.24 0.081
C 2.47 6.64 1.02 -0.013
C 1.05 6.14 0.79 -0.587
N 0.81 4.95 0.36 0.194
O 0.13 6.88 1.29 -0.060
H 2.59 6.79 2.09 0.083
H 2.72 7.60 0.56 0.080
H 3.23 5.96 0.65 0.065
H 1.64 4.51 0.00 0.084
H -0.12 4.57 0.42 0.111
C -1.57 -5.18 -3.09 -0.016
C -0.60 -4.02 -3.37 -0.595
N -1.17 -2.96 -3.94 0.184
O 0.56 -4.16 -2.99 0.005
H -2.61 -5.00 -3.39 0.048
H -1.63 -5.59 -2.08 0.081
H -1.21 -6.02 -3.67 0.073
H -2.17 -2.83 -4.04 0.071
H -0.57 -2.17 -4.10 0.074